Below is a structure of composition C33H35AlF40NO5 at a distorted geometry, with properties calculated with the ωB97M-V functional and the def2-TZVPD basis.

Computed properties:
net charge	-1
E_tot	-161813.4816	eV
highest occupied orbital energy	-4.92	eV
HOMO-LUMO gap	6.205	eV

Cartesian coordinates (Å):
Al (5.70, -0.63, 6.50)
C (5.60, 1.40, 6.48)
C (4.34, 2.02, 7.13)
C (3.32, 2.50, 6.10)
C (2.57, 1.34, 5.44)
N (1.20, 1.17, 5.93)
C (0.70, 1.56, 7.14)
C (-0.63, 1.16, 7.20)
C (-0.92, 0.50, 5.98)
C (0.23, 0.52, 5.23)
H (6.50, -1.18, 7.81)
H (6.44, -1.19, 5.16)
H (4.18, -1.24, 6.54)
H (5.70, 1.75, 5.45)
H (6.48, 1.76, 7.01)
H (4.63, 2.88, 7.75)
H (3.86, 1.28, 7.78)
H (3.87, 3.05, 5.34)
H (2.63, 3.20, 6.56)
H (2.54, 1.48, 4.37)
H (3.11, 0.42, 5.65)
H (1.29, 2.07, 7.87)
H (-1.29, 1.31, 8.04)
H (-1.87, 0.07, 5.71)
H (0.36, 0.10, 4.24)
C (-3.70, 0.79, 1.64)
C (-4.63, 2.01, 1.70)
C (-4.74, 2.87, 0.44)
F (-3.57, 3.44, 0.13)
F (-5.63, 3.88, 0.66)
F (-4.34, 2.78, 2.77)
F (-5.89, 1.50, 1.89)
O (-2.39, 0.92, 2.17)
C (-1.35, 1.36, 1.40)
C (-0.72, 2.64, 1.95)
F (-1.63, 3.63, 2.05)
F (0.26, 3.04, 1.11)
F (-1.73, 1.49, 0.11)
F (-0.39, 0.42, 1.44)
H (-4.17, 0.04, 2.27)
H (-3.68, 0.37, 0.63)
H (-5.10, 2.28, -0.40)
H (-0.30, 2.45, 2.94)
C (-2.78, -2.79, 6.64)
C (-3.59, -2.75, 5.34)
C (-5.07, -2.35, 5.42)
F (-5.77, -3.22, 6.17)
F (-5.59, -2.35, 4.17)
F (-3.47, -3.91, 4.67)
F (-3.02, -1.78, 4.57)
O (-2.59, -4.06, 7.24)
C (-3.48, -4.60, 8.12)
C (-4.07, -5.91, 7.59)
F (-4.70, -5.72, 6.42)
F (-4.97, -6.37, 8.49)
F (-4.45, -3.73, 8.48)
F (-2.80, -4.92, 9.24)
H (-1.78, -2.48, 6.36)
H (-3.14, -2.05, 7.36)
H (-5.17, -1.34, 5.84)
H (-3.28, -6.65, 7.46)
C (-2.85, 0.72, -3.87)
C (-3.28, -0.46, -2.99)
C (-2.20, -1.25, -2.25)
F (-1.35, -1.84, -3.11)
F (-2.81, -2.22, -1.53)
F (-4.05, -1.31, -3.71)
F (-4.09, 0.07, -2.01)
O (-2.75, 0.49, -5.26)
C (-1.61, 0.02, -5.84)
C (-1.84, -1.33, -6.53)
F (-2.27, -2.25, -5.65)
F (-0.65, -1.74, -7.04)
F (-0.58, -0.04, -4.98)
F (-1.26, 0.89, -6.82)
H (-3.66, 1.44, -3.79)
H (-1.96, 1.21, -3.47)
H (-1.63, -0.61, -1.56)
H (-2.57, -1.23, -7.34)
C (1.39, 2.84, -7.25)
C (0.48, 4.06, -7.02)
C (0.25, 5.02, -8.19)
F (1.40, 5.58, -8.59)
F (-0.59, 6.00, -7.79)
F (0.90, 4.74, -5.93)
F (-0.76, 3.56, -6.73)
O (2.73, 2.93, -6.82)
C (3.72, 3.44, -7.61)
C (4.35, 4.69, -7.00)
F (3.42, 5.65, -6.82)
F (5.29, 5.16, -7.85)
F (3.31, 3.66, -8.87)
F (4.70, 2.51, -7.66)
H (0.96, 2.06, -6.63)
H (1.32, 2.49, -8.28)
H (-0.21, 4.49, -9.03)
H (4.81, 4.45, -6.04)
C (2.06, -3.00, -5.90)
C (1.99, -4.46, -5.45)
C (1.88, -4.75, -3.95)
F (2.96, -4.29, -3.28)
F (1.81, -6.09, -3.77)
F (3.02, -5.16, -5.97)
F (0.84, -4.96, -5.99)
O (3.33, -2.45, -6.20)
C (4.12, -1.87, -5.25)
C (5.45, -2.62, -5.08)
F (5.23, -3.90, -4.73)
F (6.16, -2.02, -4.10)
F (3.48, -1.72, -4.08)
F (4.44, -0.64, -5.69)
H (1.54, -2.98, -6.85)
H (1.49, -2.35, -5.23)
H (0.97, -4.29, -3.54)
H (6.01, -2.59, -6.01)

---

Below is a structure of composition C28H36BrCl36I2NO5 at a distorted geometry, with properties calculated with the ωB97M-V functional and the def2-TZVPD basis.

Computed properties:
ΔE to the lowest compared entry with this formula, charge and spin	0.0	kcal/mol
net charge	0
E_tot	-578394.4809	eV
highest occupied orbital energy	-9.19	eV
HOMO-LUMO gap	8.938	eV

Cartesian coordinates (Å):
C (7.09, 2.71, 0.60)
C (6.78, 1.28, 1.06)
C (5.73, 0.61, 0.17)
C (4.46, 1.48, 0.05)
N (3.22, 0.72, 0.11)
C (2.31, 0.85, -0.99)
C (2.90, 0.32, -2.32)
C (3.57, -1.04, -2.23)
C (2.61, -2.23, -2.06)
Br (3.04, -3.28, -0.47)
O (1.20, 0.00, -0.63)
C (0.20, 0.32, -1.47)
O (-0.70, -0.41, -1.84)
O (0.36, 1.60, -1.86)
C (1.53, 2.20, -1.18)
C (0.85, 2.87, 0.05)
C (1.48, 2.77, 1.43)
O (1.22, 1.51, 2.08)
C (-0.07, 1.32, 2.42)
O (-0.65, 0.27, 2.27)
C (2.07, 3.18, -2.26)
I (1.33, 2.82, -4.22)
C (2.90, 4.21, -2.01)
C (3.42, 4.63, -0.67)
I (3.60, 5.48, -3.54)
H (8.14, 2.93, 0.72)
H (6.82, 2.86, -0.45)
H (6.53, 3.43, 1.19)
H (7.70, 0.70, 0.99)
H (6.41, 1.31, 2.08)
H (5.46, -0.38, 0.55)
H (6.17, 0.51, -0.82)
H (4.46, 2.19, 0.89)
H (4.51, 2.02, -0.89)
H (3.36, -0.25, 0.36)
H (3.66, 1.03, -2.66)
H (2.15, 0.27, -3.11)
H (4.09, -1.20, -3.17)
H (4.33, -1.09, -1.46)
H (2.70, -2.92, -2.89)
H (1.57, -1.93, -2.01)
H (0.80, 3.93, -0.19)
H (-0.18, 2.53, 0.10)
H (2.55, 2.91, 1.44)
H (1.05, 3.55, 2.07)
H (-0.59, 2.17, 2.90)
H (2.66, 4.66, 0.10)
H (3.81, 5.64, -0.75)
H (4.28, 4.03, -0.37)
C (-0.58, -2.47, 7.51)
Cl (-1.29, -1.05, 8.28)
Cl (1.11, -2.65, 7.97)
Cl (-1.50, -3.92, 7.92)
H (-0.63, -2.33, 6.44)
C (2.71, -3.07, -5.40)
Cl (1.67, -1.69, -5.05)
Cl (4.39, -2.56, -5.60)
Cl (2.58, -4.30, -4.14)
H (2.38, -3.51, -6.33)
C (-1.94, 2.89, 9.12)
Cl (-2.61, 4.33, 9.88)
Cl (-0.24, 2.69, 9.55)
Cl (-2.87, 1.46, 9.58)
H (-2.01, 3.00, 8.05)
C (-2.44, -2.20, -2.86)
Cl (-2.81, -3.37, -1.60)
Cl (-1.63, -2.98, -4.22)
Cl (-3.89, -1.36, -3.40)
H (-1.77, -1.46, -2.44)
C (-1.88, 1.38, -6.74)
Cl (-2.81, 2.83, -6.33)
Cl (-0.15, 1.75, -6.82)
Cl (-2.16, 0.12, -5.55)
H (-2.21, 1.04, -7.72)
C (-4.15, -6.42, 0.11)
Cl (-3.32, -5.46, 1.34)
Cl (-3.05, -7.59, -0.62)
Cl (-5.56, -7.24, 0.80)
H (-4.49, -5.75, -0.67)
C (-6.40, 3.62, -8.49)
Cl (-7.98, 3.26, -9.21)
Cl (-6.11, 2.61, -7.08)
Cl (-5.12, 3.42, -9.68)
H (-6.41, 4.66, -8.17)
C (-5.22, -4.53, 6.38)
Cl (-5.78, -5.29, 4.89)
Cl (-4.71, -2.87, 6.10)
Cl (-6.46, -4.62, 7.63)
H (-4.35, -5.08, 6.73)
C (3.10, 4.87, 10.92)
Cl (4.44, 5.72, 11.68)
Cl (1.81, 5.99, 10.49)
Cl (3.65, 3.97, 9.51)
H (2.70, 4.17, 11.64)
C (-5.02, -8.69, 3.66)
Cl (-6.58, -9.00, 2.90)
Cl (-4.79, -9.72, 5.08)
Cl (-3.70, -8.91, 2.51)
H (-4.99, -7.67, 4.00)
C (0.39, -5.12, 2.23)
Cl (0.90, -4.69, 3.86)
Cl (1.62, -6.09, 1.42)
Cl (-1.15, -5.99, 2.25)
H (0.25, -4.20, 1.67)
C (-9.16, 5.36, -12.11)
Cl (-8.05, 6.73, -12.13)
Cl (-10.80, 5.88, -12.46)
Cl (-8.64, 4.11, -13.25)
H (-9.14, 4.93, -11.12)

---

Below is the molecule C3H3NO2, with properties calculated with the ωB97M-V functional and the def2-TZVPD basis.

Computed properties:
ΔE to the lowest compared entry with this formula, charge and spin	118.4	kcal/mol
net charge	0
E_tot	-8739.9956	eV
highest occupied orbital energy	-8.57	eV
HOMO-LUMO gap	8.642	eV

Cartesian coordinates (Å):
O (0.12, 1.53, -1.31)
C (0.20, 0.43, -0.56)
N (-0.60, 0.51, 0.61)
O (-0.27, -0.66, 1.30)
C (0.56, -1.33, 0.43)
C (0.88, -0.76, -0.77)
H (-0.24, 2.25, -0.77)
H (0.85, -2.28, 0.88)
H (-1.51, 0.30, 0.20)

---

Below is a structure of composition C36H32CrF3IN5O5PS3 at a distorted geometry, with properties calculated with the ωB97M-V functional and the def2-TZVPD basis.

Computed properties:
ΔE to the lowest compared entry with this formula, charge and spin	99.3	kcal/mol
net charge	-1
E_tot	-142012.1307	eV
highest occupied orbital energy (spin up / spin down)	-4.44 / -4.44	eV
2S+1	4
HOMO-LUMO gap (spin up / spin down)	6.207 / 6.188	eV

Cartesian coordinates (Å):
Cr (-0.95, 0.14, -0.57)
N (-1.28, 1.35, 1.15)
C (-2.65, 1.54, 1.53)
C (-3.04, 2.15, 2.69)
C (-4.42, 2.29, 2.98)
C (-5.36, 1.83, 2.11)
C (-4.98, 1.20, 0.91)
C (-5.89, 0.69, -0.04)
C (-5.43, 0.08, -1.16)
C (-4.04, -0.04, -1.35)
N (-3.16, 0.43, -0.50)
C (-3.61, 1.05, 0.63)
H (-0.68, 1.01, 1.90)
H (-0.87, 2.21, 0.78)
H (-2.30, 2.51, 3.38)
H (-4.71, 2.77, 3.91)
H (-6.42, 1.94, 2.33)
H (-6.96, 0.79, 0.14)
H (-6.10, -0.32, -1.91)
H (-3.63, -0.52, -2.23)
S (-1.60, -2.10, 0.04)
C (-2.44, -1.90, 1.59)
C (-1.77, -1.51, 2.75)
C (-2.44, -1.34, 3.94)
C (-3.81, -1.56, 4.02)
C (-4.49, -1.97, 2.88)
C (-3.81, -2.14, 1.68)
H (-0.70, -1.34, 2.70)
H (-1.90, -1.02, 4.83)
H (-4.34, -1.42, 4.95)
H (-5.56, -2.16, 2.92)
H (-4.34, -2.45, 0.79)
O (2.70, 0.21, -5.41)
S (2.19, -0.39, -4.15)
N (2.87, 0.06, -2.81)
N (0.80, -0.05, 0.03)
P (2.28, -0.38, 0.15)
C (2.63, -1.18, 1.78)
C (3.76, -0.96, 2.55)
C (3.94, -1.64, 3.75)
C (2.98, -2.54, 4.18)
C (1.85, -2.77, 3.41)
C (1.68, -2.10, 2.21)
C (3.47, 0.99, 0.17)
C (3.23, 2.00, 1.10)
C (4.08, 3.09, 1.21)
C (5.20, 3.17, 0.39)
C (5.45, 2.17, -0.55)
C (4.58, 1.09, -0.66)
C (2.95, -1.69, -0.94)
C (4.26, -2.14, -0.87)
C (4.68, -3.20, -1.66)
C (3.78, -3.84, -2.50)
C (2.46, -3.42, -2.55)
C (2.05, -2.34, -1.77)
H (4.51, -0.25, 2.22)
H (4.82, -1.45, 4.34)
H (3.12, -3.07, 5.12)
H (1.10, -3.48, 3.74)
H (0.80, -2.28, 1.60)
H (2.35, 1.94, 1.73)
H (3.88, 3.87, 1.92)
H (5.87, 4.02, 0.46)
H (6.30, 2.25, -1.21)
H (4.74, 0.35, -1.44)
H (4.97, -1.66, -0.20)
H (5.71, -3.54, -1.61)
H (4.11, -4.67, -3.11)
H (1.75, -3.91, -3.20)
H (1.02, -2.00, -1.79)
N (-1.10, -1.35, -4.48)
C (-0.56, -0.48, -3.61)
O (-0.88, -0.63, -2.41)
C (0.44, 0.45, -4.13)
I (3.34, 2.07, -2.66)
H (-1.76, -2.03, -4.14)
H (-0.92, -1.27, -5.47)
H (0.25, 0.68, -5.18)
H (0.54, 1.35, -3.53)
F (-0.70, 4.98, -2.06)
C (-1.49, 4.29, -2.88)
F (-2.48, 5.10, -3.28)
F (-0.79, 3.94, -3.96)
S (-2.21, 2.82, -2.03)
O (-2.87, 2.09, -3.08)
O (-3.04, 3.41, -1.01)
O (-1.02, 2.14, -1.48)

---

Below is a structure of composition C21H34AsIrN5O3P2S4, with properties calculated with the ωB97M-V functional and the def2-TZVPD basis.

Computed properties:
ΔE to the lowest compared entry with this formula, charge and spin	0.0	kcal/mol
net charge	-1
E_tot	-161524.4175	eV
highest occupied orbital energy (spin up / spin down)	-3.42 / -4.10	eV
2S+1	5
HOMO-LUMO gap (spin up / spin down)	5.520 / 5.575	eV

Cartesian coordinates (Å):
Ir (-1.15, -1.91, 1.11)
S (-1.78, -2.63, 6.46)
As (-0.70, -2.86, 4.68)
S (-2.09, -1.86, 3.11)
S (-0.32, -3.91, 1.32)
S (1.20, -1.95, 4.46)
C (0.21, 1.45, -1.69)
N (-0.30, 0.32, -2.47)
C (-1.73, 0.42, -2.77)
P (0.18, -1.21, -2.12)
O (-0.62, -2.02, -1.17)
O (1.71, -1.01, -1.65)
P (2.15, -0.94, -0.08)
O (1.01, -0.49, 0.74)
N (3.38, 0.15, 0.02)
C (4.63, -0.04, -0.69)
C (3.15, 1.48, 0.55)
N (2.83, -2.41, 0.13)
C (2.59, -3.57, -0.71)
C (3.21, -2.73, 1.51)
N (0.24, -1.99, -3.56)
C (1.03, -1.43, -4.65)
C (0.05, -3.43, -3.62)
H (-0.12, 2.37, -2.19)
H (1.29, 1.44, -1.68)
H (-0.17, 1.45, -0.66)
H (-1.92, 1.37, -3.26)
H (-2.33, 0.35, -1.86)
H (-2.02, -0.39, -3.44)
H (4.76, -1.09, -0.94)
H (5.46, 0.27, -0.06)
H (4.65, 0.56, -1.61)
H (2.20, 1.51, 1.08)
H (3.14, 2.23, -0.25)
H (3.95, 1.74, 1.25)
H (2.51, -3.27, -1.75)
H (1.69, -4.11, -0.41)
H (3.45, -4.24, -0.61)
H (3.28, -1.82, 2.11)
H (4.18, -3.23, 1.52)
H (2.45, -3.35, 1.99)
H (1.05, -0.35, -4.57)
H (0.57, -1.70, -5.60)
H (2.06, -1.82, -4.64)
H (-0.51, -3.76, -2.76)
H (1.01, -3.96, -3.65)
H (-0.50, -3.69, -4.53)
N (-2.00, -0.15, 0.72)
C (-2.17, 1.02, 1.17)
C (-2.94, 1.98, 0.30)
C (-4.11, 1.55, -0.33)
C (-4.79, 2.39, -1.20)
C (-4.30, 3.66, -1.47)
C (-3.14, 4.10, -0.84)
C (-2.48, 3.27, 0.05)
C (-1.69, 1.55, 2.49)
C (-0.55, 1.04, 3.10)
C (-0.17, 1.47, 4.36)
C (-0.92, 2.44, 5.02)
C (-2.06, 2.96, 4.42)
C (-2.44, 2.52, 3.16)
H (-4.46, 0.55, -0.13)
H (-5.70, 2.04, -1.68)
H (-4.83, 4.31, -2.15)
H (-2.76, 5.09, -1.04)
H (-1.58, 3.61, 0.55)
H (0.03, 0.27, 2.61)
H (0.68, 1.02, 4.84)
H (-0.64, 2.76, 6.02)
H (-2.66, 3.70, 4.93)
H (-3.34, 2.92, 2.70)